{
  "formula": "C29H22F3IN4O2RhS",
  "method": "ωB97M-V/def2-TZVPD",
  "fmax_ev_per_a": 0.5,
  "homo_ev": -10.50,
  "multiplicity": 1,
  "charge": 1,
  "species": ["Rh", "C", "C", "N", "C", "C", "C", "O", "C", "C", "N", "C", "C", "C", "C", "C", "C", "I", "C", "O", "H", "H", "H", "H", "H", "H", "H", "H", "H", "H", "H", "H", "N", "C", "S", "C", "C", "C", "N", "C", "C", "H", "H", "H", "H", "H", "H", "F", "C", "F", "F", "C", "C", "C", "C", "C", "C", "C", "C", "H", "H", "H", "H"],
  "positions_angstrom": [[0.10, -0.50, 0.79], [0.07, 1.90, -3.22], [1.39, 1.28, -2.84], [2.41, 1.43, -3.62], [3.60, 0.87, -3.28], [3.78, 0.11, -2.16], [5.15, -0.46, -1.88], [5.18, -1.88, -1.82], [2.67, -0.10, -1.29], [2.84, -1.00, -0.19], [1.99, -1.36, 0.72], [2.41, -2.38, 1.65], [3.62, -3.08, 1.55], [3.99, -4.03, 2.48], [3.16, -4.35, 3.55], [1.95, -3.69, 3.67], [1.60, -2.73, 2.73], [-0.25, -1.80, 2.99], [1.46, 0.53, -1.61], [0.38, 0.48, -0.91], [0.21, 2.53, -4.09], [-0.34, 2.48, -2.40], [-0.66, 1.12, -3.46], [4.42, 1.06, -3.96], [5.51, -0.12, -0.90], [5.85, -0.09, -2.63], [5.01, -2.23, -2.71], [3.82, -1.46, -0.18], [4.30, -2.90, 0.73], [4.93, -4.55, 2.35], [3.45, -5.10, 4.27], [1.28, -3.92, 4.48], [-3.94, -1.73, -5.45], [-4.55, -0.93, -4.56], [-6.01, -0.24, -4.82], [-3.82, -0.72, -3.26], [-4.10, 0.40, -2.48], [-3.43, 0.60, -1.31], [-2.51, -0.29, -0.87], [-2.23, -1.39, -1.59], [-2.87, -1.63, -2.78], [-4.40, -1.89, -6.33], [-2.99, -2.05, -5.35], [-4.83, 1.11, -2.82], [-3.58, 1.47, -0.67], [-1.48, -2.04, -1.16], [-2.63, -2.54, -3.30], [-2.76, 3.92, 6.59], [-2.33, 4.52, 5.46], [-3.27, 5.41, 5.11], [-1.22, 5.20, 5.77], [-2.09, 3.52, 4.36], [-3.02, 2.50, 4.17], [-2.83, 1.59, 3.15], [-1.72, 1.70, 2.31], [-0.79, 2.72, 2.52], [-0.99, 3.64, 3.53], [-1.51, 0.72, 1.27], [-1.79, -0.03, 0.29], [-3.87, 2.41, 4.83], [-3.55, 0.79, 2.99], [0.08, 2.78, 1.88], [-0.28, 4.43, 3.69]]
}